Version i
# C4H4O2

A 2-piece molecular cluster, C4H4O2 overall (ωB97M-V with the def2-TZVPD basis set, the OMol25 dataset).

XYZ file:
```
10
Properties=species:S:1:pos:R:3:mulliken_charge:R:1
C 1.53 2.22 -2.20 0.0531
C -1.09 1.38 -1.32 0.8952
C -0.17 0.55 -1.21 -0.8161
C 0.41 0.19 0.10 -0.8031
O -2.03 1.99 -1.60 -0.3895
O 1.65 3.06 -1.44 -0.1417
H 0.58 0.42 -2.05 0.3962
H -0.22 0.45 0.99 0.3273
H 1.37 0.75 0.13 0.2267
H 0.78 -0.87 0.01 0.2520
```

Computed properties:
Total charge = 0
Frontier orbital gap = 9.53 eV
Highest occupied orbital energy = -0.3278 Eh
Spin multiplicity = 1

---

Version ii
# C4H4O2

One molecule with the formula C4H4O2 (ωB97M-V with the def2-TZVPD basis set, the OMol25 dataset).

XYZ file:
```
10
Properties=species:S:1:pos:R:3:mulliken_charge:R:1
C -1.43 -0.09 -2.13 0.2624
C -0.78 0.24 -1.17 -0.3829
C -0.08 0.58 0.06 0.2777
O -0.22 1.66 0.61 -0.5416
C 0.80 -0.49 0.69 -0.4285
O 0.96 -0.25 2.05 -0.5051
H -2.03 -0.37 -2.97 0.4030
H 0.36 -1.48 0.52 0.3048
H 1.76 -0.46 0.15 0.2480
H 0.66 0.66 2.20 0.3620
```

Computed properties:
Total charge = 0
Frontier orbital gap = 10.53 eV
SMILES = C#CC(=O)CO
Highest occupied orbital energy = -0.3907 Eh
Spin multiplicity = 1

---

Version iii
# C4H4O2

One molecule with the formula C4H4O2 (ωB97M-V with the def2-TZVPD basis set, the OMol25 dataset).

XYZ file:
```
10
Properties=species:S:1:pos:R:3:mulliken_charge:R:1
C -1.49 -1.68 -1.02 0.0640
C -1.22 -0.71 -0.35 -0.4962
C -0.43 0.41 0.20 -0.3289
C 0.95 0.34 0.57 0.4517
O 1.38 -0.56 1.24 -0.5066
O 1.75 1.40 0.15 -0.4494
H -2.02 -2.48 -1.53 0.3899
H -1.03 0.82 1.01 0.2723
H -0.53 1.27 -0.57 0.2692
H 2.64 1.20 0.30 0.3341
```

Computed properties:
Total charge = 0
Frontier orbital gap = 10.99 eV
SMILES = C#CCC(=O)O
Highest occupied orbital energy = -0.3784 Eh
Spin multiplicity = 1

---

Version iv
# C4H4O2

One molecule with the formula C4H4O2 (ωB97M-V with the def2-TZVPD basis set, the OMol25 dataset).

XYZ file:
```
10
Properties=species:S:1:pos:R:3:mulliken_charge:R:1
C 2.72 0.41 0.65 0.1595
C 1.56 0.25 0.33 -0.4639
C 0.20 -0.31 -0.03 0.4228
O 0.17 -1.51 -0.18 -0.4537
C -1.19 0.38 -0.26 -0.4000
O -2.26 -0.47 0.11 -0.5037
H 3.75 0.57 0.94 0.3687
H -1.36 1.30 0.30 0.3172
H -1.25 0.59 -1.35 0.2310
H -2.34 -1.21 -0.51 0.3222
```

Computed properties:
Total charge = 0
Frontier orbital gap = 10.44 eV
SMILES = C#CC(=O)CO
Highest occupied orbital energy = -0.3786 Eh
Spin multiplicity = 1

---

The structure with the greatest stability is version iii.

---

Version i
# C4H4O2

One molecule with the formula C4H4O2 (ωB97M-V with the def2-TZVPD basis set, the OMol25 dataset).

XYZ file:
```
10
Properties=species:S:1:pos:R:3:mulliken_charge:R:1
C 1.55 0.92 -0.11 -0.6363
C 0.54 0.13 0.20 0.4068
C -0.07 -1.13 0.56 0.2207
O 0.04 -2.33 0.59 -0.5111
C -0.99 0.01 0.27 -0.1302
O -1.87 0.04 -0.81 -0.4923
H 1.36 1.88 -0.60 0.2572
H 2.58 0.67 0.11 0.2645
H -1.39 0.56 1.12 0.3039
H -1.75 -0.76 -1.33 0.3167
```

Computed properties:
Total charge = 0
Frontier orbital gap = 9.08 eV
SMILES = C=C1C(=O)[C@@H]1O
Highest occupied orbital energy = -0.3540 Eh
Spin multiplicity = 1

---

Version ii
# C4H4O2

One molecule with the formula C4H4O2 (ωB97M-V with the def2-TZVPD basis set, the OMol25 dataset).

XYZ file:
```
10
Properties=species:S:1:pos:R:3:mulliken_charge:R:1
O -2.25 -0.23 -0.64 -0.4860
C -1.16 0.11 0.09 -0.5669
C -0.14 -0.83 0.35 0.5325
O -0.08 -2.04 0.10 -0.6489
C 1.05 0.06 0.38 -0.0783
C 2.11 0.67 0.13 -0.1596
H -1.97 -0.98 -1.19 0.3282
H -1.28 0.99 0.71 0.4260
H 0.68 1.07 -0.19 0.2455
H 3.05 1.16 0.26 0.4073
```

Computed properties:
Total charge = 0
Frontier orbital gap (alpha / beta) = 7.28 / 7.28 eV
Highest occupied orbital energy (alpha / beta) = -0.2695 / -0.2697 Eh
Spin multiplicity = 1

---

The structure with the greatest stability is version i.

---

Version i
# C9H16N2O2

C9H16N2O2 as an isolated structure (ωB97M-V with the def2-TZVPD basis set, the OMol25 dataset).

XYZ file:
```
29
Properties=species:S:1:pos:R:3:mulliken_charge:R:1
C 0.77 1.01 1.74 1.5532
C 1.60 2.00 2.62 -1.2505
C -0.85 1.38 1.63 -1.1532
C 0.80 -0.39 2.46 -1.2453
C 1.15 1.15 0.32 -0.9265
C -1.75 -0.32 -1.86 0.5586
C -0.70 -0.15 -2.90 -0.5139
C -0.21 -1.14 -3.58 -0.1202
C -1.16 -2.83 -1.96 0.3497
H 2.14 3.01 1.81 0.2261
H 1.18 2.54 3.60 0.2534
H 2.50 1.27 3.00 0.3067
H -1.29 0.62 0.90 0.1903
H -1.38 1.33 2.65 0.3793
H -1.04 2.45 1.26 0.3289
H 0.50 -1.29 1.62 0.1296
H 0.18 -0.53 3.35 0.3704
H 1.78 -0.87 2.86 0.3574
H 2.32 1.47 0.17 0.3474
H 0.84 0.06 -0.12 0.0069
H 0.35 1.89 -0.49 0.1502
H -2.21 -1.79 -0.54 0.3185
H -0.28 0.94 -3.09 0.2311
H 0.41 -0.98 -4.40 0.4634
H 0.18 -3.05 -3.61 0.2971
N -2.00 -1.78 -1.61 -0.2030
N -0.66 -2.48 -3.27 -0.2579
O -2.13 0.49 -1.01 -0.5533
O -1.04 -4.04 -1.55 -0.5945
```

Computed properties:
Total charge = 0
Frontier orbital gap = 9.82 eV
Highest occupied orbital energy = -0.3658 Eh
Spin multiplicity = 1

---

Version ii
# C9H16N2O2

C9H16N2O2 as an isolated structure (ωB97M-V with the def2-TZVPD basis set, the OMol25 dataset).

XYZ file:
```
29
Properties=species:S:1:pos:R:3:mulliken_charge:R:1
C 4.02 -0.02 0.21 0.3805
C 3.46 1.38 0.10 -0.3341
C 2.18 1.44 -0.31 -0.0830
C 1.93 -1.07 -0.24 0.4735
C -1.84 0.01 0.09 2.4002
C -2.15 0.31 1.57 -2.0495
C -0.73 -1.08 0.07 -2.3820
C -1.61 1.23 -0.72 -1.9663
C -3.16 -0.65 -0.49 -1.0591
H 3.65 -2.07 0.20 0.3478
H 3.85 2.50 0.36 0.2390
H 1.71 2.39 -0.69 0.3539
H 0.51 0.41 -0.52 0.1506
H -2.11 -0.63 2.10 0.4098
H -1.24 0.85 2.00 0.3104
H -3.03 0.81 1.70 0.6158
H -0.30 -1.28 -1.04 0.4392
H 0.15 -0.81 0.75 0.6838
H -1.11 -2.08 0.40 0.5660
H -1.48 0.66 -1.65 0.5867
H -0.82 1.96 -0.36 0.3658
H -2.49 1.85 -0.94 0.3692
H -4.29 -0.35 0.23 0.2150
H -3.33 -0.43 -1.71 0.2725
H -3.01 -1.95 -0.48 0.2459
N 3.15 -1.12 0.31 -0.1182
N 1.53 0.19 -0.74 -0.1822
O 5.28 -0.29 0.19 -0.6181
O 1.26 -2.14 -0.41 -0.6333
```

Computed properties:
Total charge = 0
Frontier orbital gap = 9.69 eV
Highest occupied orbital energy = -0.3543 Eh
Spin multiplicity = 1

---

Version iii
# C9H16N2O2

A 2-piece molecular cluster, C9H16N2O2 overall (ωB97M-V with the def2-TZVPD basis set, the OMol25 dataset).

XYZ file:
```
29
Properties=species:S:1:pos:R:3:mulliken_charge:R:1
O 0.81 -1.76 -0.93 -0.6444
C 1.67 -0.91 -0.67 0.3906
C 1.56 0.52 -0.94 -0.6368
C 2.51 1.38 -0.63 -0.3892
N 3.64 0.96 -0.03 -0.0980
C 3.82 -0.34 0.34 0.2008
O 4.76 -0.65 1.10 -0.6410
N 2.85 -1.22 -0.13 -0.0493
H 0.75 0.87 -1.58 0.4602
H 2.55 2.39 -0.97 0.4399
H 4.19 1.66 0.44 0.2540
H 3.08 -2.23 0.04 0.3060
C -2.00 -0.93 -1.11 -1.5179
C -1.80 -0.07 0.15 1.8080
C -3.00 -0.50 1.20 -1.3608
C -1.98 1.37 -0.09 -1.6479
C -0.41 -0.25 0.90 -0.5881
H -1.95 -1.99 -0.93 0.3285
H -3.06 -0.59 -1.27 0.5660
H -1.38 -0.51 -2.03 0.1935
H -3.28 0.30 2.02 0.3028
H -4.03 -0.58 0.65 0.3266
H -3.01 -1.51 1.74 0.3109
H -2.20 1.82 0.94 0.3422
H -2.87 1.65 -0.66 0.3778
H -1.17 1.84 -0.59 0.3247
H 0.35 -0.22 0.10 -0.1912
H -0.08 0.66 1.62 0.2253
H -0.31 -1.17 1.31 0.6067
```

Computed properties:
Total charge = 0
Frontier orbital gap = 9.80 eV
SMILES = O=c1cc[nH]c(=O)[nH]1.CC(C)(C)C
Highest occupied orbital energy = -0.3450 Eh
Spin multiplicity = 1

---

Version iv
# C9H16N2O2

A 2-piece molecular cluster, C9H16N2O2 overall (ωB97M-V with the def2-TZVPD basis set, the OMol25 dataset).

XYZ file:
```
29
Properties=species:S:1:pos:R:3:mulliken_charge:R:1
O -4.21 -1.47 -1.16 -0.6534
C -3.49 -0.90 -0.31 0.5913
C -2.90 -1.19 0.83 -0.7802
C -1.81 -0.35 1.35 -0.1237
N -1.66 0.96 0.99 -0.1929
C -2.48 1.52 0.02 0.3235
O -2.46 2.66 -0.36 -0.5848
N -3.30 0.51 -0.46 -0.1574
H -2.95 -2.16 1.22 0.4263
H -0.93 -0.77 1.90 0.5954
H -0.95 1.62 1.45 0.3560
H -3.61 1.00 -1.39 0.2346
C 2.12 0.76 0.92 -1.6590
C 1.82 -0.06 -0.25 2.0471
C 2.84 -1.24 -0.25 -1.4536
C 1.95 0.87 -1.44 -1.4695
C 0.51 -0.68 -0.08 -0.7461
H 1.94 -0.04 1.72 0.3707
H 3.17 1.14 0.89 0.4155
H 1.45 1.66 1.10 0.2495
H 2.19 -2.09 -0.96 0.2763
H 3.75 -0.94 -0.93 0.3176
H 3.09 -1.66 0.71 0.3998
H 1.34 0.39 -2.36 0.3201
H 3.00 1.20 -1.64 0.4104
H 1.20 1.78 -1.25 0.2656
H -0.12 0.16 0.41 -0.4055
H 0.04 -0.94 -1.17 0.2276
H 0.47 -1.74 0.50 0.3988
```

Computed properties:
Total charge = 0
Frontier orbital gap = 9.25 eV
SMILES = O=c1cc[nH]c(=O)[nH]1.CC(C)(C)C
Highest occupied orbital energy = -0.3478 Eh
Spin multiplicity = 1

---

The structure with the greatest stability is version iii.

---

Version i
# CH3NS2

A 2-piece molecular cluster, CH3NS2 overall (ωB97M-V with the def2-TZVPD basis set, the OMol25 dataset).

XYZ file:
```
7
Properties=species:S:1:pos:R:3:mulliken_charge:R:1
C 1.51 -0.50 -0.30 -0.1068
N -2.05 0.19 0.25 -0.4711
S 3.05 -0.50 0.11 -0.2122
S 0.51 0.68 -0.88 -0.0450
H 0.88 -1.33 -0.27 0.3293
H -1.67 0.42 1.19 0.2665
H -2.23 1.03 -0.11 0.2392
```

Computed properties:
Total charge = 0
Frontier orbital gap (alpha / beta) = 5.66 / 5.66 eV
Highest occupied orbital energy (alpha / beta) = -0.3321 / -0.3320 Eh
Spin multiplicity = 1

---

Version ii
# CH3NS2

A 2-piece molecular cluster, CH3NS2 overall (ωB97M-V with the def2-TZVPD basis set, the OMol25 dataset).

XYZ file:
```
7
Properties=species:S:1:pos:R:3:mulliken_charge:R:1
C 1.87 1.06 0.84 0.5898
N -1.37 -0.58 -0.82 -0.6234
S 2.45 0.19 -0.28 -0.2831
S 1.19 1.78 1.98 -0.3116
H -2.21 -1.22 -1.00 0.2220
H -0.58 -1.10 -0.87 0.1939
H -1.34 -0.14 0.14 0.2123
```

Computed properties:
Total charge = 0
Frontier orbital gap = 9.71 eV
Highest occupied orbital energy = -0.3592 Eh
Spin multiplicity = 1

---

Version iii
# CH3NS2

One molecule with the formula CH3NS2 (ωB97M-V with the def2-TZVPD basis set, the OMol25 dataset).

XYZ file:
```
7
Properties=species:S:1:pos:R:3:mulliken_charge:R:1
S -2.10 -0.06 -0.13 -0.3046
C -0.53 0.50 0.21 -0.0433
N 0.42 -0.34 0.52 -0.2668
S 1.94 -0.03 -0.24 -0.1648
H -0.20 1.54 0.07 0.2727
H 0.16 -1.36 0.22 0.3339
H 2.80 0.77 0.71 0.1728
```

Computed properties:
Total charge = 0
Frontier orbital gap = 8.73 eV
SMILES = S=CNS
Highest occupied orbital energy = -0.3250 Eh
Spin multiplicity = 1

---

The structure with the greatest stability is version ii.